Entry from the Open Molecules 2025 dataset: the ion C3H3N4 with charge +1 in a non-equilibrium geometry (wB97M-V/def2-TZVPD).

Calculated values
**Gap between HOMO and LUMO (spin up / spin down)**: 6.94 / 6.94 eV
**LUMO (spin up / spin down)**: -0.27143 / -0.27133 Ha

```
! RIJCOSX wB97M-V def2-TZVPD def2/J DEFGRID3
* xyz 1 1
C -1.27190 1.21044 -0.35889
C -0.11978 0.79211 0.82840
C -1.60422 0.46177 -1.30705
N 2.64046 -2.69895 0.11729
N 0.77500 -0.04118 0.79674
N 2.05160 -1.75659 0.17336
N 1.12593 -0.98421 0.04246
H -1.73012 2.20265 -0.22573
H -0.26023 1.18457 1.82989
H -1.60673 -0.37061 -1.89648
*
```

Entry from the Open Molecules 2025 dataset: a cluster of 9 separate species, C37H87N2O16P in total (wB97M-V/def2-TZVPD).

Calculated values
**Gap between HOMO and LUMO**: 9.57 eV
**LUMO**: 0.01843 Ha

```
! RIJCOSX wB97M-V def2-TZVPD def2/J DEFGRID3
* xyz 0 1
C 7.10876 -1.63721 1.70319
C 5.62590 -1.60291 1.43778
O 4.83284 -1.64773 2.36205
N 5.16116 -1.57623 0.12986
C 6.01775 -0.85694 -0.82292
C 3.75296 -1.11664 0.10159
C 3.11598 -1.04054 -1.29254
C 2.74617 0.40322 -1.66372
C 1.66738 0.92775 -0.69023
C 1.94787 2.15472 0.16168
P 2.82051 3.46438 -0.79314
O 4.23754 3.14452 -1.03344
O 2.01766 3.69712 -2.16384
O 2.60833 4.81825 -0.00115
O 2.84319 1.98801 1.28880
C 2.45044 2.87674 2.25658
O 3.08465 3.09988 3.23129
O 1.27990 3.43970 1.92202
C 0.68772 2.54423 0.93787
C 0.05868 1.38833 1.74814
C -1.35065 0.95130 1.30201
C -1.32928 0.02153 0.11611
N -1.08899 -1.31960 0.40779
O -1.53436 0.39827 -1.02147
H 7.48677 -2.63686 1.49493
H 7.23344 -1.44064 2.76397
H 7.67051 -0.89487 1.14812
H 6.12514 0.19910 -0.55915
H 7.00633 -1.30616 -0.84705
H 5.61545 -0.93887 -1.82511
H 3.16956 -1.79737 0.71333
H 3.71938 -0.13660 0.57789
H 3.72796 -1.48786 -2.07157
H 2.18571 -1.60204 -1.27487
H 3.64584 1.01510 -1.64682
H 2.33386 0.40279 -2.67404
H 1.38709 0.10767 -0.03703
H 0.77331 1.19275 -1.25564
H 2.49977 3.22909 -2.86206
H 3.41913 5.33899 -0.11935
H -0.07588 3.05996 0.36163
H 0.71937 0.52249 1.77439
H -0.00666 1.74373 2.77400
H -1.82642 0.43219 2.13176
H -1.94286 1.81386 1.01795
H -0.76316 -1.78625 -0.43394
H -0.40164 -1.44361 1.14467
C -5.37772 3.14632 -0.40383
C -5.05360 1.66428 -0.30784
C -6.30289 0.80299 -0.40137
O -4.34531 1.38807 0.90209
H -6.02974 3.45950 0.41480
H -4.46771 3.74249 -0.33629
H -5.87737 3.38169 -1.34569
H -4.36064 1.38867 -1.10485
H -6.98626 1.03576 0.42048
H -6.04478 -0.25391 -0.33243
H -6.82965 0.97280 -1.34129
H -4.91695 1.61109 1.64467
C -2.09508 4.29526 -3.83347
C -1.89994 4.43082 -2.33253
C -1.56361 5.86044 -1.93561
O -0.89094 3.53318 -1.87971
H -1.17485 4.56479 -4.36027
H -2.34049 3.26559 -4.09415
H -2.89500 4.94662 -4.18631
H -2.81008 4.11700 -1.82045
H -0.62792 6.17386 -2.40731
H -1.43347 5.93782 -0.85574
H -2.35180 6.55096 -2.24124
H -0.06005 3.76868 -2.31179
C 1.46697 -0.56298 4.96972
C 1.77316 -2.05495 4.98609
C 2.52327 -2.45619 6.24673
O 2.50377 -2.42553 3.82367
H 2.39365 0.01690 4.97651
H 0.91838 -0.29952 4.06374
H 0.87090 -0.26795 5.83521
H 0.83686 -2.61541 4.93082
H 3.48291 -1.93313 6.29452
H 2.72502 -3.52580 6.24617
H 1.95318 -2.21809 7.14533
H 3.34798 -1.95552 3.81565
C 0.40740 -4.80824 -3.30530
C 1.61734 -4.58229 -2.41206
C 2.22325 -5.89295 -1.94161
O 1.26364 -3.75938 -1.29614
H -0.37267 -5.34270 -2.75603
H -0.01043 -3.85688 -3.63635
H 0.67076 -5.39812 -4.18388
H 2.36897 -4.00892 -2.95749
H 1.49534 -6.45817 -1.35229
H 3.08888 -5.70577 -1.30544
H 2.53867 -6.51528 -2.77679
H 0.60273 -4.23464 -0.78039
C 3.13478 -6.54405 7.58575
C 2.10845 -6.06870 8.60309
C 1.33674 -7.23143 9.20851
O 1.21562 -5.12550 8.01330
H 2.63742 -7.05900 6.75909
H 3.68188 -5.69873 7.16896
H 3.84989 -7.23335 8.03679
H 2.61469 -5.51827 9.39730
H 0.78783 -7.76693 8.42886
H 0.61194 -6.87061 9.93816
H 2.00571 -7.93812 9.70139
H 0.74518 -5.57069 7.30047
C -6.60788 7.44272 -1.51521
C -7.37572 6.50079 -0.60250
C -8.67071 7.12631 -0.10803
O -6.56885 6.09164 0.50344
H -6.32964 8.35063 -0.96991
H -5.69218 6.96754 -1.86532
H -7.20014 7.72599 -2.38350
H -7.60204 5.58111 -1.14432
H -8.45721 8.02700 0.47435
H -9.20965 6.43249 0.53732
H -9.31863 7.40374 -0.94034
H -6.34942 6.87711 1.01541
C -4.79151 6.33073 -6.64728
C -6.08358 6.89073 -6.07398
C -6.47979 8.19443 -6.74937
O -5.97474 7.07297 -4.66086
H -3.96902 7.03339 -6.48502
H -4.53163 5.39333 -6.15725
H -4.87869 6.14939 -7.71915
H -6.88226 6.15903 -6.20268
H -5.70746 8.95224 -6.59082
H -7.41095 8.57517 -6.32993
H -6.61071 8.06059 -7.82374
H -5.27858 7.71953 -4.49988
C 5.80241 -9.90479 -3.04450
C 4.69403 -9.43099 -2.11730
C 4.13256 -10.57034 -1.28126
O 3.65416 -8.79514 -2.86102
H 5.41714 -10.65247 -3.74341
H 6.19381 -9.07251 -3.62922
H 6.62324 -10.35324 -2.48375
H 5.08185 -8.65442 -1.45666
H 3.69894 -11.33708 -1.92937
H 3.34504 -10.20776 -0.62086
H 4.90937 -11.03637 -0.67409
H 3.28011 -9.44808 -3.46229
*
```

Entry from the Open Molecules 2025 dataset: a cluster of 17 separate species, C29H41Cl50NO2P in total (wB97M-V/def2-TZVPD).

Calculated values
**<S²>**: 0.754
**Gap between HOMO and LUMO (spin up / spin down)**: 8.27 / 8.75 eV
**LUMO (spin up / spin down)**: 0.00327 / 0.00328 Ha

```
! RIJCOSX wB97M-V def2-TZVPD def2/J DEFGRID3
* xyz 0 2
C 0.53079 -3.49058 3.61100
C 0.23342 -2.01278 3.37516
Cl 0.25694 -1.12841 4.96189
C -1.10033 -1.71011 2.65672
Cl -2.31146 -2.94684 3.16485
C -0.96953 -1.48448 1.12183
P -2.55840 -1.65058 0.10522
C -3.82955 -0.87291 1.21221
O -2.87882 -3.28452 0.25173
C -0.55547 0.01427 1.00421
C -0.02717 0.52978 -0.36177
C 1.01324 1.64259 -0.12430
C -1.14787 1.13999 -1.20080
N 0.60506 -0.59669 -1.12677
O 0.02642 -0.96536 -2.20350
C 1.20906 -1.70812 -0.34268
C 1.84789 -2.69249 -1.33352
C 2.33860 -1.17018 0.55346
C 0.05154 -2.41481 0.40062
H 1.59460 -3.64468 3.79956
H -0.04980 -3.88242 4.44737
H 0.25353 -4.02343 2.69929
H 1.05423 -1.55961 2.82113
H -1.49760 -0.78585 3.07957
H -4.52254 -1.61501 1.62166
H -4.40117 -0.15985 0.60871
H -3.38632 -0.32732 2.04979
H -3.59123 -3.45349 0.87920
H -1.41034 0.64586 1.28630
H 0.19990 0.20623 1.77529
H 1.60797 1.79852 -1.03074
H 0.49647 2.58290 0.09875
H 1.68395 1.43240 0.70742
H -0.73121 1.64927 -2.07450
H -1.86097 0.39646 -1.55476
H -1.67437 1.87573 -0.58370
H 2.31949 -2.14359 -2.15294
H 2.61672 -3.28050 -0.82088
H 1.11088 -3.37573 -1.75970
H 3.01150 -0.56121 -0.06180
H 2.92011 -2.00355 0.95808
H 2.01483 -0.54155 1.38080
H -0.48059 -2.98636 -0.37010
H 0.48154 -3.16224 1.06907
C 4.32687 3.53675 1.50668
Cl 2.88262 3.54106 2.52350
Cl 4.54059 1.97086 0.71981
Cl 4.24691 4.83609 0.32430
H 5.18198 3.70845 2.14814
C -5.81618 2.54386 -1.18015
Cl -4.17081 3.04905 -1.51564
Cl -6.05262 0.86408 -1.68017
Cl -6.20149 2.73880 0.53159
H -6.49389 3.16828 -1.74845
C -1.25629 5.82803 0.24746
Cl -1.03288 5.05745 -1.32575
Cl -2.93461 5.71500 0.76941
Cl -0.17944 5.11835 1.45225
H -1.00433 6.87538 0.14330
C 5.23261 -3.52075 2.86840
Cl 5.66759 -2.57212 1.45131
Cl 4.11776 -2.62123 3.90202
Cl 4.53279 -5.07160 2.39981
H 6.13092 -3.71488 3.44008
C -8.82561 -1.40659 -2.83150
Cl -8.75433 -1.41290 -4.59222
Cl -10.42668 -0.93454 -2.26195
Cl -8.35524 -2.97371 -2.17281
H -8.11703 -0.67249 -2.47331
C -2.53854 -1.29972 -4.75544
Cl -2.20844 -0.40884 -6.24038
Cl -3.68381 -0.43886 -3.73543
Cl -3.13650 -2.92882 -5.11158
H -1.61155 -1.39558 -4.20263
C -1.28257 -4.83304 -7.65522
Cl -0.55035 -3.38562 -8.33504
Cl -1.93173 -5.87991 -8.91651
Cl -0.12413 -5.70605 -6.64512
H -2.10006 -4.52092 -7.01988
C 4.33091 8.58842 0.63567
Cl 4.83631 8.05570 -0.96857
Cl 2.64488 8.14555 0.94030
Cl 5.38144 7.93342 1.88172
H 4.40436 9.66738 0.67068
C 7.98786 11.17435 1.66256
Cl 6.28370 11.39374 1.23759
Cl 8.22047 11.35075 3.39927
Cl 8.59170 9.62209 1.09366
H 8.54716 11.95554 1.16496
C -5.66217 7.03748 -2.76941
Cl -3.98241 7.51508 -3.00592
Cl -5.95478 5.43070 -3.44150
Cl -6.09986 7.09565 -1.06186
H -6.29211 7.73763 -3.30203
C 0.37034 -9.60555 -5.79631
Cl 0.36829 -9.46760 -4.03547
Cl 1.88816 -10.29251 -6.37320
Cl -1.01027 -10.54922 -6.34905
H 0.27478 -8.60911 -6.20888
C 0.09024 1.57624 7.49820
Cl -1.48409 2.07036 6.87639
Cl 1.05672 2.98095 7.95241
Cl -0.09014 0.46724 8.85672
H 0.61255 1.05447 6.70633
C 9.17689 0.03035 1.35509
Cl 7.62664 0.62599 0.76145
Cl 10.16188 1.34783 1.98683
Cl 8.92350 -1.21543 2.57903
H 9.70852 -0.41722 0.52566
C 2.73167 7.66575 5.05090
Cl 4.29081 8.47268 5.21888
Cl 2.90114 6.11980 4.21860
Cl 1.95351 7.45698 6.61951
H 2.09667 8.29790 4.44351
C -4.99064 -10.29607 -3.90192
Cl -3.43187 -9.47738 -3.90423
Cl -5.91840 -9.89778 -2.45518
Cl -5.90596 -9.91540 -5.36201
H -4.80696 -11.36244 -3.89477
C -1.71498 -6.07956 0.93595
Cl 0.05101 -6.10800 1.01403
Cl -2.30974 -7.29580 -0.19159
Cl -2.41550 -6.31269 2.53726
H -2.00771 -5.10036 0.57145
*
```

Entry from the Open Molecules 2025 dataset: a structure of composition C25H46ClCoGeN4O6S in a non-equilibrium geometry (wB97M-V/def2-TZVPD).

Calculated values
**Gap between HOMO and LUMO (spin up / spin down)**: 8.33 / 7.80 eV
**LUMO (spin up / spin down)**: -0.00804 / -0.02812 Ha

```
! RIJCOSX wB97M-V def2-TZVPD def2/J DEFGRID3
* xyz 0 1
Co 0.56825 -0.07840 0.45594
C -2.30522 -0.44836 3.58090
C -1.37835 -1.39419 2.81947
C -2.06063 -2.73918 2.60977
C -0.09155 -1.57087 3.58903
O -1.05835 -0.81846 1.52089
Ge -2.23970 0.21660 0.49918
O -0.60684 1.40483 0.52212
C -0.62925 2.84768 0.62315
C 0.40234 3.45105 -0.30697
C -0.36286 3.28034 2.07176
C -2.02172 3.33692 0.23113
O -1.43602 -0.61200 -0.93446
C -1.85838 -0.51298 -2.30117
C -1.55737 0.87880 -2.84815
C -3.35203 -0.80867 -2.39988
C -1.07863 -1.55380 -3.09267
H -2.45676 -0.81362 4.59712
H -3.28420 -0.36741 3.10254
H -1.86268 0.55058 3.63478
H -2.51468 -3.07455 3.54530
H -1.33579 -3.49147 2.29735
H -2.84829 -2.66107 1.85460
H -0.30204 -2.04206 4.55225
H 0.35629 -0.60072 3.77320
H 0.61130 -2.20047 3.04476
H 1.40300 3.08353 -0.07928
H 0.40140 4.54066 -0.20246
H 0.18339 3.19727 -1.34702
H 0.70191 3.37105 2.29704
H -0.80075 2.55638 2.76106
H -0.81907 4.25605 2.26363
H -2.30389 2.97270 -0.75822
H -2.02569 4.42832 0.20537
H -2.77557 3.01140 0.95229
H -2.21678 1.62198 -2.39466
H -1.70900 0.91290 -3.92998
H -0.52195 1.14948 -2.62600
H -3.93186 -0.10090 -1.80294
H -3.56234 -1.81889 -2.03770
H -3.69095 -0.73272 -3.43756
H -0.00770 -1.42695 -2.92204
H -1.27719 -1.44644 -4.16128
H -1.36214 -2.56322 -2.78922
C -0.21818 -3.62923 -0.36121
S 1.39975 -3.24686 0.26899
O 1.55994 -3.91577 1.53113
O 2.32741 -3.59933 -0.79214
O 1.48690 -1.74068 0.44353
H -0.68040 -4.34068 0.31890
H -0.06904 -4.08236 -1.33945
H -0.82513 -2.72676 -0.43763
C 6.24627 -0.01094 -2.02157
C 5.64053 -1.23109 -2.71083
C 5.38627 -2.36341 -1.72271
C 4.38337 -0.87421 -3.50424
N 3.32452 -0.24097 -2.70107
C 2.35410 -0.77857 -1.98046
N 1.67220 0.20017 -1.42287
N 2.28344 1.35686 -1.80174
N 3.27155 1.10168 -2.57422
H 7.19937 -0.27668 -1.55948
H 5.59016 0.36396 -1.23024
H 6.42241 0.80947 -2.72180
H 6.34516 -1.58607 -3.46844
H 4.62461 -2.10014 -0.98356
H 6.30224 -2.60588 -1.17954
H 5.03680 -3.27137 -2.22045
H 3.95124 -1.76533 -3.95602
H 4.61832 -0.16144 -4.29042
H 2.19086 -1.84561 -1.87640
Cl 2.00179 1.69522 4.37174
C 2.87959 0.32820 3.71656
C 3.68646 -0.37897 4.59697
C 4.49016 -1.40156 4.12216
C 4.50820 -1.69103 2.76311
C 3.70485 -0.96872 1.90310
C 2.84444 0.03691 2.35192
C 2.03809 0.81852 1.37505
H 3.68768 -0.11040 5.64648
H 5.12132 -1.95170 4.81081
H 5.13830 -2.48447 2.37839
H 3.69940 -1.20318 0.84439
H 2.61267 1.09244 0.49653
H 1.57445 1.68658 1.82012
*
```

Entry from the Open Molecules 2025 dataset: the molecule C13H17N3O5 in a non-equilibrium geometry (wB97M-V/def2-TZVPD).

Calculated values
**Gap between HOMO and LUMO**: 9.05 eV
**LUMO**: 0.01457 Ha

```
! RIJCOSX wB97M-V def2-TZVPD def2/J DEFGRID3
* xyz 0 1
N 3.32013 -1.63159 -1.90545
C 3.60701 -1.75835 -0.55159
O 3.84043 -2.88255 -0.14159
C 3.17632 -0.50838 0.12113
C 1.91502 -0.95758 0.92142
N 0.86828 -1.48882 -0.02312
C 1.39531 0.29495 1.86731
O 1.76145 0.46431 3.01336
N 0.77964 1.37620 1.24650
C 0.03914 1.59375 -0.02731
C -1.38367 2.08980 0.29612
C -2.33581 0.94493 0.06003
C -2.73341 0.29242 1.17632
C -3.60106 -0.76114 0.99068
C -3.90028 -1.36195 -0.22105
O -4.73386 -2.41998 -0.25096
C -3.35635 -0.75904 -1.38621
C -2.62318 0.36467 -1.13631
C 0.69364 2.71185 -0.82097
O 0.19770 3.22574 -1.79021
O 2.05905 2.78284 -0.66674
H 3.39584 -0.72009 -2.32642
H 3.45893 -2.42088 -2.48113
H 4.06081 -0.16940 0.76248
H 2.96255 0.30699 -0.65252
H 2.32525 -1.74861 1.50364
H 1.25836 -1.72205 -0.91210
H 0.15879 -2.12147 0.44392
H 0.70961 2.07677 2.01462
H 0.08248 0.64773 -0.58512
H -1.28539 2.53423 1.32432
H -1.63446 2.93706 -0.31687
H -2.46474 0.63855 2.15058
H -4.00389 -1.13417 1.89900
H -4.99118 -2.72533 0.64415
H -3.41857 -1.22917 -2.41640
H -2.00664 0.79203 -1.98569
H 2.40674 2.44570 0.16215
*
```

Entry from the Open Molecules 2025 dataset: a cluster of 2 separate species, C10H13O2 in total in a non-equilibrium geometry (wB97M-V/def2-TZVPD).

Calculated values
**Gap between HOMO and LUMO**: 7.48 eV
**LUMO**: 0.12388 Ha

```
! RIJCOSX wB97M-V def2-TZVPD def2/J DEFGRID3
* xyz -1 1
C -0.58213 -1.26460 -1.77422
C 0.07190 -1.06159 -3.14049
C -1.99335 -0.62244 -1.57709
O -2.57841 -0.89574 -0.50955
O -2.41610 0.02735 -2.56275
H -0.72645 -2.33007 -1.59622
H 0.11359 -0.95350 -0.98871
H 0.49292 -1.99201 -3.53461
H 0.90406 -0.35771 -3.12707
H -0.67619 -0.75238 -3.86640
C -0.29622 1.93467 0.07896
C 2.20372 -0.33654 2.65206
C 0.93908 0.00253 3.08384
C 2.66975 -0.00315 1.38837
C 0.05544 0.66006 2.23083
C 1.78177 0.68275 0.54923
C 0.57857 1.17456 1.04726
H 2.87222 -0.88839 3.30578
H 0.59400 -0.39682 4.03134
H 3.61170 -0.36483 1.00419
H -0.99272 0.74757 2.47893
H 1.92514 0.67056 -0.52468
H 0.15058 2.83500 -0.34601
H -1.15440 2.35820 0.59518
H -0.70304 1.27835 -0.68355
*
```